Formula: C66H154O33
Source: the Open Molecules 2025 dataset
Level of theory: wB97M-V/def2-TZVPD

## Properties
E_LUMO: 0.4893 eV
multiplicity: 1
energy relative to the best compared isomer or geometry (same formula, charge and spin): 277.1 kJ/mol
SMILES string: COCCOCCOC.COCCOCCOC.COCCOCCOC.COCCOCCOC.COCCOCCOC.COCCOCCOC.COCCOCCOC.COCCOCCOC.COCCOCCOC.COCCOCCOC.COCCOCCOC
net charge: 0
frontier orbital gap: 9.58 eV

Cartesian coordinates (Å):
1 C -0.75444 -2.58495 -1.40899
2 O -0.68141 -1.78154 -0.21313
3 C -1.75373 -0.78479 -0.30186
4 C -1.52412 0.23093 0.76785
5 O -0.48590 1.22981 0.28702
6 C -0.23394 2.15385 1.28993
7 C 0.86764 3.10293 0.91032
8 O 0.29023 4.24555 0.47440
9 C 1.15734 5.34866 0.37176
10 H -1.76544 -3.08246 -1.44948
11 H 0.05588 -3.30491 -1.37364
12 H -0.70660 -1.96449 -2.32748
13 H -2.73603 -1.24423 -0.18528
14 H -1.71068 -0.26510 -1.30043
15 H -1.11898 -0.22343 1.61668
16 H -2.48242 0.78117 1.08688
17 H 0.09726 1.50382 2.14424
18 H -1.11958 2.74950 1.57924
19 H 1.49253 2.61907 0.10249
20 H 1.49431 3.14910 1.82320
21 H 0.54586 6.23954 0.06361
22 H 1.89360 5.22193 -0.46098
23 H 1.80050 5.55421 1.24364
24 C -2.98535 11.91153 -2.14166
25 O -2.38732 10.60687 -2.18145
26 C -2.73624 9.83313 -3.25216
27 C -2.30969 8.37807 -3.09344
28 O -3.22214 7.75534 -2.20791
29 C -2.79585 6.49387 -1.61505
30 C -1.82265 6.51901 -0.31718
31 O -2.48618 6.93352 0.80074
32 C -1.56803 7.07292 1.88444
33 H -2.75646 12.45424 -3.01708
34 H -2.71924 12.38703 -1.17196
35 H -4.09731 11.86708 -2.11791
36 H -2.23875 10.26659 -4.19447
37 H -3.84137 9.85142 -3.39132
38 H -1.32919 8.41884 -2.71067
39 H -2.31736 7.88970 -4.12697
40 H -2.44459 5.84904 -2.38742
41 H -3.78953 6.14340 -1.34801
42 H -1.03968 7.20705 -0.52180
43 H -1.31798 5.58694 -0.16178
44 H -2.08800 7.64126 2.68025
45 H -0.71368 7.64375 1.47837
46 H -1.17328 6.06868 2.14864
47 C -2.40044 2.67039 -1.50772
48 O -3.55916 2.42097 -0.73283
49 C -4.62899 1.85506 -1.45624
50 C -5.55592 1.18059 -0.48228
51 O -4.99574 -0.07317 0.00578
52 C -5.85846 -0.60682 0.98435
53 C -5.14967 -1.80398 1.49532
54 O -3.88336 -1.56954 2.01903
55 C -3.14981 -2.66378 2.43530
56 H -2.56877 3.21486 -2.49831
57 H -1.98793 1.67642 -1.82563
58 H -1.68702 3.22678 -0.95070
59 H -4.17893 1.06777 -2.08576
60 H -5.10613 2.61706 -2.06300
61 H -6.52179 0.93240 -0.89159
62 H -5.73283 1.81532 0.36596
63 H -6.81184 -0.96694 0.53830
64 H -6.16552 0.16259 1.79887
65 H -4.94466 -2.46625 0.58540
66 H -5.74973 -2.42800 2.17864
67 H -2.24107 -2.20663 2.83558
68 H -2.91347 -3.35866 1.65057
69 H -3.59511 -3.22256 3.29751
70 C -0.29914 4.83947 6.18126
71 O 0.61369 3.92945 5.63974
72 C 0.24132 2.62133 5.78972
73 C 1.27769 1.75262 5.04555
74 O 1.00412 0.40642 5.33052
75 C 1.79109 -0.52675 4.56865
76 C 1.47461 -1.94095 5.04349
77 O 0.23254 -2.40305 4.63108
78 C -0.03981 -3.64087 5.32571
79 H 0.21164 5.83926 6.22995
80 H -0.62844 4.59679 7.19998
81 H -1.15833 5.05746 5.53632
82 H -0.77140 2.39625 5.42481
83 H 0.28430 2.30370 6.87190
84 H 2.31502 2.05735 5.34979
85 H 1.21250 1.91154 3.93146
86 H 2.91221 -0.25342 4.55483
87 H 1.50790 -0.47209 3.48818
88 H 1.49432 -1.96484 6.12963
89 H 2.26480 -2.57901 4.58849
90 H -1.00821 -4.01612 5.08482
91 H 0.13180 -3.41250 6.35795
92 H 0.63701 -4.41600 5.05007
93 C 4.11073 1.44890 -5.80999
94 O 4.58941 0.15421 -6.09656
95 C 6.03362 0.13716 -6.06310
96 C 6.51623 -0.82573 -4.98932
97 O 6.23742 -0.35890 -3.64121
98 C 7.07870 0.66066 -3.17901
99 C 6.31314 1.48061 -2.13189
100 O 5.33804 2.26359 -2.77489
101 C 4.43720 2.83178 -1.82017
102 H 4.63097 2.18997 -6.47902
103 H 4.33812 1.81203 -4.73009
104 H 3.02702 1.53277 -5.91359
105 H 6.48562 1.11869 -5.90116
106 H 6.50262 -0.22059 -7.02943
107 H 7.59904 -1.01630 -5.08814
108 H 5.98314 -1.73273 -5.09142
109 H 7.44225 1.38688 -3.93335
110 H 7.96461 0.09546 -2.76381
111 H 7.06564 2.05640 -1.62456
112 H 5.86186 0.78833 -1.43223
113 H 3.93610 1.97347 -1.39045
114 H 3.64617 3.32650 -2.34868
115 H 5.07547 3.32162 -1.03084
116 C -8.97540 -11.12865 -3.27131
117 O -8.68619 -9.99964 -4.08572
118 C -7.31974 -9.68576 -4.07804
119 C -6.98027 -8.54796 -4.99551
120 O -6.80664 -7.39378 -4.17594
121 C -6.09485 -6.33336 -4.73610
122 C -5.06379 -5.81974 -3.72429
123 O -3.93274 -6.66506 -3.78870
124 C -3.22337 -6.68527 -2.62151
125 H -10.11660 -11.28600 -3.35405
126 H -8.86967 -10.85000 -2.15976
127 H -8.45562 -12.09984 -3.51385
128 H -6.76932 -10.55813 -4.48520
129 H -6.85442 -9.48044 -3.09077
130 H -7.74785 -8.42859 -5.80333
131 H -6.03728 -8.86158 -5.45664
132 H -6.73134 -5.44482 -5.06496
133 H -5.49158 -6.60608 -5.64027
134 H -5.51287 -5.72181 -2.74659
135 H -4.68736 -4.82292 -4.00055
136 H -3.84128 -6.79535 -1.77401
137 H -2.61897 -5.76197 -2.51022
138 H -2.54098 -7.50935 -2.61451
139 C -8.78001 -1.09703 3.82785
140 O -7.49210 -1.43665 4.37779
141 C -6.96162 -0.22289 5.07874
142 C -5.49667 -0.39645 4.92212
143 O -4.81072 0.53845 5.66292
144 C -3.44570 0.66851 5.37129
145 C -3.15013 1.46004 4.10189
146 O -3.12739 2.83840 4.37136
147 C -3.63924 3.63668 3.36675
148 H -8.68507 -0.41711 2.96915
149 H -9.45847 -0.57978 4.55557
150 H -9.26904 -2.01809 3.53580
151 H -7.13372 -0.29949 6.13256
152 H -7.44823 0.66110 4.62096
153 H -5.19741 -0.32409 3.89918
154 H -5.32236 -1.45485 5.23399
155 H -3.08516 -0.40970 5.27830
156 H -2.90045 1.19366 6.19029
157 H -3.93699 1.20219 3.34426
158 H -2.18444 1.06709 3.65170
159 H -4.75841 3.54666 3.32155
160 H -3.28834 3.34765 2.40202
161 H -3.39222 4.71352 3.55131
162 C 3.47081 -6.81611 2.32191
163 O 3.06154 -7.05213 1.00716
164 C 2.49783 -5.89353 0.39162
165 C 2.31436 -6.22379 -1.07246
166 O 1.44567 -5.25543 -1.68536
167 C 1.18681 -5.51752 -3.02117
168 C 0.37437 -6.79449 -3.27708
169 O 1.26339 -7.86978 -3.30335
170 C 0.64531 -9.13587 -3.55783
171 H 3.73497 -7.80000 2.71306
172 H 2.66395 -6.50953 2.97757
173 H 4.29360 -6.16386 2.38569
174 H 3.05725 -4.99386 0.53985
175 H 1.45851 -5.70551 0.77282
176 H 1.84949 -7.17599 -1.11067
177 H 3.23813 -6.18928 -1.63182
178 H 2.13664 -5.58353 -3.48773
179 H 0.63240 -4.60154 -3.40151
180 H -0.11478 -6.78330 -4.25447
181 H -0.37445 -6.81465 -2.52174
182 H 1.42902 -9.81554 -3.76821
183 H -0.05767 -9.06789 -4.44349
184 H 0.13336 -9.53937 -2.70078
185 C 2.49901 7.36667 -3.09525
186 O 2.07507 6.06422 -2.80401
187 C 0.76295 5.76174 -3.15388
188 C 0.34968 4.31272 -2.92594
189 O 0.82818 3.56250 -4.03722
190 C 0.20011 2.25126 -4.17058
191 C 0.55277 1.32483 -2.96076
192 O 1.94130 1.04351 -3.07748
193 C 2.50054 -0.00145 -2.22676
194 H 2.13422 8.07815 -2.34509
195 H 2.22844 7.66946 -4.11861
196 H 3.57302 7.42385 -3.11400
197 H 0.44796 5.93826 -4.20136
198 H 0.09976 6.32929 -2.47820
199 H -0.74642 4.25053 -2.78276
200 H 0.75227 3.91188 -1.97597
201 H 0.62004 1.90320 -5.06614
202 H -0.87865 2.39136 -4.15883
203 H 0.04028 0.36029 -2.97700
204 H 0.37514 1.78941 -1.96859
205 H 2.50295 0.24095 -1.15120
206 H 3.53510 -0.26050 -2.60911
207 H 1.93116 -0.94256 -2.30288
208 C 3.86490 5.20953 4.62780
209 O 3.57134 5.37133 3.26588
210 C 4.46276 4.85694 2.29553
211 C 4.67771 3.38715 2.33576
212 O 5.42468 2.92942 3.45100
213 C 5.44875 1.50791 3.50750
214 C 5.64159 1.13377 4.99194
215 O 5.58995 -0.31858 5.02812
216 C 5.58454 -0.80463 6.34135
217 H 3.80243 4.17388 4.96436
218 H 3.13738 5.80594 5.17875
219 H 4.87975 5.60690 4.88772
220 H 5.39661 5.42641 2.23833
221 H 4.05569 4.93283 1.27557
222 H 5.21268 3.28388 1.43454
223 H 3.67876 2.83139 2.32997
224 H 6.31754 1.24069 2.96295
225 H 4.57257 0.99903 3.13263
226 H 4.78910 1.50803 5.55667
227 H 6.55114 1.51180 5.39579
228 H 5.55724 -1.97569 6.30117
229 H 4.73098 -0.46796 6.91324
230 H 6.41695 -0.34095 6.92269
231 C 1.98059 -2.00543 1.03324
232 O 2.96298 -2.45083 1.93510
233 C 4.21323 -1.79658 1.84741
234 C 5.16778 -2.65829 1.01061
235 O 4.72274 -2.70047 -0.38486
236 C 5.44942 -3.59533 -1.22914
237 C 4.63339 -3.72708 -2.48894
238 O 4.92211 -4.95878 -3.06368
239 C 4.86618 -5.08687 -4.50476
240 H 2.20237 -2.52774 0.10679
241 H 2.06083 -0.95547 0.65819
242 H 1.03588 -2.17429 1.39568
243 H 4.68018 -1.72266 2.89114
244 H 4.07475 -0.77014 1.35841
245 H 5.22320 -3.69240 1.37029
246 H 6.21814 -2.27796 1.16176
247 H 5.48941 -4.60856 -0.81285
248 H 6.41603 -3.15264 -1.39905
249 H 4.87857 -2.91009 -3.24534
250 H 3.64626 -3.65452 -2.16562
251 H 3.82316 -5.20871 -4.84248
252 H 5.53254 -5.92168 -4.81900
253 H 5.12197 -4.10954 -4.95974

---

Formula: C6H16O2Si
Source: the Open Molecules 2025 dataset
Level of theory: wB97M-V/def2-TZVPD

## Properties
E_LUMO: 0.9347 eV
multiplicity: 1
energy relative to the best compared isomer or geometry (same formula, charge and spin): 127.3 kJ/mol
SMILES string: COCCO[Si](C)(C)C
net charge: 0
frontier orbital gap: 10.47 eV

Cartesian coordinates (Å):
1 C 0.45773 2.81219 -0.26404
2 O -0.51304 2.00049 0.31295
3 C -0.31008 1.70788 1.69206
4 C -0.35829 0.19736 1.94471
5 O 0.64942 -0.51394 1.25049
6 Si 0.21530 -1.13124 -0.25068
7 C 1.45622 -0.82702 -1.65329
8 C -1.51017 -0.55858 -0.77184
9 C 0.12311 -2.99838 -0.32656
10 H 0.28170 2.78698 -1.32662
11 H 1.44681 2.37989 -0.07064
12 H 0.39442 3.82556 0.12699
13 H 0.64207 2.12969 1.97749
14 H -1.10590 2.17928 2.34347
15 H -1.32849 -0.27214 1.71439
16 H -0.18321 -0.04755 2.98424
17 H 2.48146 -0.79996 -1.34945
18 H 1.27421 -1.64215 -2.41915
19 H 1.20166 0.09743 -2.11045
20 H -1.47321 0.38943 -1.34468
21 H -2.24439 -0.33690 0.04277
22 H -1.89986 -1.33435 -1.38185
23 H 0.14485 -3.22668 -1.40511
24 H 0.96750 -3.42900 0.20719
25 H -0.80982 -3.38830 0.07760

---

Formula: C19H14BrCrIN4O
Source: the Open Molecules 2025 dataset
Level of theory: wB97M-V/def2-TZVPD

## Properties
E_LUMO (alpha / beta): -0.2661 / -0.4391 eV
multiplicity: 5
net charge: 0
frontier orbital gap (alpha / beta): 4.83 / 7.22 eV

Cartesian coordinates (Å):
1 Cr -0.07818 0.39382 -0.02689
2 Br 6.32386 2.02741 2.70163
3 C 4.66181 1.93339 1.80367
4 C 4.26255 2.96898 0.97987
5 C 3.03014 2.88488 0.32226
6 C 2.13510 1.79316 0.43691
7 O 1.03126 1.83637 -0.22029
8 C 2.60054 0.74191 1.30738
9 C 1.86389 -0.53707 1.62030
10 N 0.72175 -0.78742 1.11009
11 C -0.17975 -1.83566 1.19589
12 C 0.05521 -2.97001 1.98236
13 C -0.88341 -3.99394 2.03301
14 C -2.06007 -3.88595 1.29697
15 C -2.31302 -2.75324 0.50115
16 C -3.50377 -2.65468 -0.23745
17 C -3.75463 -1.53634 -1.02372
18 C -2.80272 -0.54096 -1.05040
19 N -1.65441 -0.60135 -0.35798
20 C -1.37971 -1.69511 0.42790
21 C 3.84432 0.82446 1.97238
22 H 4.88108 3.84650 0.83002
23 H 2.73444 3.71397 -0.32339
24 H 2.35390 -1.24471 2.30729
25 H 0.97147 -3.05329 2.55503
26 H -0.69732 -4.87201 2.64415
27 H -2.78579 -4.69399 1.34560
28 H -4.24205 -3.45069 -0.20306
29 H -4.66632 -1.44283 -1.59977
30 H -2.92647 0.36179 -1.64008
31 H 4.16816 0.01788 2.62130
32 I -3.62774 3.91113 -3.44513
33 C -2.12792 2.70922 -2.86234
34 C -1.08550 2.26068 -3.62916
35 N -0.33297 1.47997 -2.79856
36 N -0.82386 1.39771 -1.54792
37 C -1.92622 2.15423 -1.59187
38 H -0.81005 2.41616 -4.66218
39 H 0.52137 0.97582 -3.01328
40 H -2.52395 2.26078 -0.69579
41 H 1.02500 -0.36094 -1.06587

---

> Which value of net charge does entry 2 give?

0

---

> Which of these has the highest multiplicity?

C19H14BrCrIN4O

---

Repeat the second record exactly.
Formula: C6H16O2Si
Source: the Open Molecules 2025 dataset
Level of theory: wB97M-V/def2-TZVPD

## Properties
E_LUMO: 0.9347 eV
multiplicity: 1
energy relative to the best compared isomer or geometry (same formula, charge and spin): 127.3 kJ/mol
SMILES string: COCCO[Si](C)(C)C
net charge: 0
frontier orbital gap: 10.47 eV

Cartesian coordinates (Å):
1 C 0.45773 2.81219 -0.26404
2 O -0.51304 2.00049 0.31295
3 C -0.31008 1.70788 1.69206
4 C -0.35829 0.19736 1.94471
5 O 0.64942 -0.51394 1.25049
6 Si 0.21530 -1.13124 -0.25068
7 C 1.45622 -0.82702 -1.65329
8 C -1.51017 -0.55858 -0.77184
9 C 0.12311 -2.99838 -0.32656
10 H 0.28170 2.78698 -1.32662
11 H 1.44681 2.37989 -0.07064
12 H 0.39442 3.82556 0.12699
13 H 0.64207 2.12969 1.97749
14 H -1.10590 2.17928 2.34347
15 H -1.32849 -0.27214 1.71439
16 H -0.18321 -0.04755 2.98424
17 H 2.48146 -0.79996 -1.34945
18 H 1.27421 -1.64215 -2.41915
19 H 1.20166 0.09743 -2.11045
20 H -1.47321 0.38943 -1.34468
21 H -2.24439 -0.33690 0.04277
22 H -1.89986 -1.33435 -1.38185
23 H 0.14485 -3.22668 -1.40511
24 H 0.96750 -3.42900 0.20719
25 H -0.80982 -3.38830 0.07760